No. 1
{
  "formula": "C17H45BrNbO9P2",
  "method": "ωB97M-V/def2-TZVPD",
  "elements": ["C", "O", "C", "C", "C", "C", "C", "C", "C", "Nb", "C", "C", "C", "Br", "H", "H", "H", "H", "H", "H", "H", "H", "H", "H", "H", "H", "H", "H", "H", "H", "H", "H", "H", "H", "H", "H", "H", "H", "H", "H", "H", "C", "O", "P", "O", "O", "C", "O", "C", "H", "H", "H", "H", "H", "H", "H", "H", "H", "C", "O", "P", "O", "O", "C", "O", "C", "H", "H", "H", "H", "H", "H", "H", "H", "H"],
  "coordinates": [[-2.98, 5.41, -1.94], [-4.13, 4.90, -2.56], [-5.32, 5.06, -1.83], [-5.68, 3.88, -0.93], [-6.34, 2.70, -1.66], [-5.74, 1.33, -1.44], [-4.78, 0.84, -2.51], [-3.99, -0.41, -2.14], [-3.45, -0.51, -0.72], [-1.98, 1.02, 0.01], [-0.18, 0.86, -1.43], [0.53, 2.12, -1.86], [1.50, 1.95, -3.02], [1.48, 2.86, -0.32], [-2.58, 4.74, -1.19], [-2.24, 5.56, -2.73], [-3.21, 6.38, -1.48], [-5.25, 5.98, -1.23], [-6.11, 5.20, -2.57], [-6.36, 4.29, -0.18], [-4.79, 3.54, -0.40], [-6.34, 2.92, -2.73], [-7.39, 2.66, -1.37], [-6.56, 0.61, -1.39], [-5.22, 1.28, -0.48], [-4.11, 1.67, -2.78], [-5.35, 0.59, -3.41], [-4.66, -1.27, -2.31], [-3.17, -0.54, -2.85], [-4.27, -0.70, -0.04], [-2.79, -1.39, -0.65], [-0.90, 0.19, 1.25], [-1.62, 2.39, 1.15], [-2.52, 2.55, -0.86], [-3.27, 1.10, 1.33], [-0.59, 0.42, -2.36], [0.55, 0.15, -1.03], [-0.19, 2.88, -2.11], [1.02, 2.25, -3.95], [2.42, 2.53, -2.93], [1.80, 0.91, -3.12], [3.87, -2.57, 4.84], [3.15, -1.32, 4.88], [2.85, -0.64, 3.48], [2.05, -1.41, 2.55], [4.26, -0.34, 2.81], [5.30, 0.29, 3.55], [2.31, 0.73, 4.02], [2.25, 1.86, 3.11], [3.38, -3.24, 5.54], [3.86, -3.02, 3.85], [4.90, -2.39, 5.16], [6.10, -0.42, 3.74], [4.93, 0.68, 4.50], [5.68, 1.12, 2.95], [2.85, 1.68, 2.22], [2.65, 2.71, 3.66], [1.22, 2.03, 2.81], [5.60, -6.74, 0.02], [5.28, -5.38, -0.31], [4.23, -4.63, 0.62], [4.65, -4.44, 2.00], [2.90, -5.49, 0.59], [2.32, -5.89, -0.65], [4.02, -3.39, -0.30], [2.86, -2.53, -0.11], [6.68, -6.85, -0.05], [5.29, -6.99, 1.04], [5.12, -7.41, -0.69], [2.43, -6.97, -0.76], [2.80, -5.38, -1.49], [1.27, -5.63, -0.62], [2.10, -3.03, 0.49], [2.47, -2.29, -1.10], [3.17, -1.64, 0.41]],
  "mulliken_charge": [-0.631, -0.306, -0.903, -0.223, -0.859, -0.497, -0.412, -0.455, -1.385, -1.261, -1.087, 0.509, -1.273, -0.200, 0.231, 0.185, 0.326, 0.378, 0.416, 0.416, 0.124, 0.409, 0.355, 0.291, 0.216, 0.215, 0.358, 0.316, 0.287, 0.556, 0.449, 0.137, 0.063, 0.414, -0.021, 0.348, 0.401, 0.163, 0.326, 0.393, 0.273, -0.329, -0.435, 1.224, -0.626, -0.199, -0.881, -0.412, -0.672, 0.265, 0.066, 0.228, 0.263, 0.375, 0.293, 0.258, 0.269, 0.309, -0.723, -0.365, 1.093, -0.692, -0.299, -0.766, -0.312, -0.561, 0.262, 0.342, 0.240, 0.277, 0.357, 0.292, 0.447, 0.262, 0.107],
  "charge": -1,
  "homo_ev": -4.4,
  "multiplicity": 1,
  "total_energy_ha": -4665.5678
}

=====

No. 2
{
  "formula": "C2H4N2O3",
  "method": "ωB97M-V/def2-TZVPD",
  "elements": ["C", "C", "N", "N", "O", "O", "O", "H", "H", "H", "H"],
  "coordinates": [[4.50, -0.28, -0.05], [-5.52, -0.60, -0.03], [3.95, 0.77, 0.00], [4.86, -1.52, -0.07], [-5.07, -1.65, 0.14], [-5.47, 2.19, 0.89], [-5.94, 0.41, -0.34], [3.79, 1.70, 0.05], [-5.61, 2.66, 0.02], [5.68, -1.92, 0.43], [4.82, -1.77, -1.04]],
  "mulliken_charge": [0.434, 0.786, -0.037, -0.350, -0.138, 0.165, -0.301, 0.296, 0.488, 0.345, 0.312],
  "charge": 2,
  "homo_ev": [-19.3, -19.3],
  "multiplicity": 1,
  "total_energy_ha": -412.9451,
  "de_lowest_kcal_mol": 2.5
}

=====

No. 3
{
  "formula": "C3H3ClN2OS",
  "method": "ωB97M-V/def2-TZVPD",
  "elements": ["O", "N", "C", "Cl", "C", "N", "C", "S", "H", "H", "H"],
  "coordinates": [[0.72, 0.51, -1.88], [0.18, 0.11, -0.74], [-1.00, 0.74, -0.35], [-1.67, 2.04, -1.14], [-1.35, 0.11, 0.78], [-0.42, -0.77, 1.22], [0.49, -0.81, 0.19], [2.02, -1.50, 0.30], [1.64, 1.01, -1.49], [-2.16, 0.48, 1.50], [1.55, -1.91, 1.61]],
  "mulliken_charge": [-0.459, 0.304, 0.233, -0.169, -0.376, -0.568, 0.483, -0.335, 0.377, 0.314, 0.196],
  "charge": 0,
  "homo_ev": -8.2,
  "multiplicity": 1,
  "total_energy_ha": -1159.1392,
  "de_lowest_kcal_mol": 63.4,
  "smiles": "On1c(Cl)cnc1S"
}

=====

No. 4
{
  "formula": "C33H19BF4N10O2Sn",
  "method": "ωB97M-V/def2-TZVPD",
  "elements": ["Sn", "C", "C", "C", "C", "C", "N", "C", "N", "C", "C", "C", "C", "C", "C", "C", "C", "N", "C", "N", "C", "N", "C", "N", "C", "N", "C", "C", "C", "C", "C", "C", "C", "C", "C", "C", "C", "C", "N", "C", "C", "H", "H", "H", "H", "H", "H", "H", "H", "H", "H", "H", "H", "H", "H", "H", "H", "N", "N", "C", "O", "O", "H", "H", "H", "F", "B", "F", "F", "F"],
  "coordinates": [[-1.15, 0.18, -0.09], [1.31, 4.03, -4.89], [0.64, 5.04, -4.19], [0.21, 4.84, -2.88], [0.48, 3.62, -2.30], [0.14, 3.04, -0.99], [0.55, 1.75, -0.93], [1.22, 1.47, -2.08], [2.00, 0.43, -2.28], [2.06, -0.60, -1.43], [3.22, -1.47, -1.33], [4.48, -1.44, -1.91], [5.40, -2.40, -1.52], [5.08, -3.36, -0.55], [3.84, -3.37, 0.06], [2.90, -2.42, -0.34], [1.57, -2.06, 0.13], [0.96, -2.71, 1.13], [0.08, -2.10, 1.90], [-0.18, -0.77, 1.94], [-0.94, -0.52, 3.04], [-1.24, 0.67, 3.53], [-1.05, 1.78, 2.84], [-0.83, 1.90, 1.50], [-0.63, 3.21, 1.19], [-0.33, 3.75, 0.02], [-0.76, 4.01, 2.40], [-0.61, 5.36, 2.64], [-0.76, 5.81, 3.94], [-1.06, 4.92, 4.98], [-1.19, 3.56, 4.75], [-1.03, 3.10, 3.45], [-1.26, -1.77, 3.73], [-2.05, -2.08, 4.82], [-2.17, -3.42, 5.17], [-1.51, -4.42, 4.45], [-0.72, -4.11, 3.36], [-0.61, -2.78, 3.00], [1.10, -1.01, -0.57], [1.15, 2.61, -3.00], [1.57, 2.80, -4.30], [1.59, 4.21, -5.92], [0.43, 5.98, -4.68], [-0.34, 5.60, -2.34], [4.73, -0.67, -2.63], [6.39, -2.40, -1.96], [5.82, -4.10, -0.27], [3.60, -4.08, 0.83], [-0.39, 6.04, 1.82], [-0.64, 6.87, 4.17], [-1.19, 5.31, 5.98], [-1.41, 2.87, 5.55], [-2.59, -1.31, 5.35], [-2.79, -3.70, 6.01], [-1.65, -5.46, 4.75], [-0.22, -4.87, 2.77], [2.07, 2.01, -4.84], [-3.32, -2.81, -0.32], [-3.80, -2.73, 1.00], [-3.80, -1.51, 1.73], [-4.51, -1.47, 2.74], [-3.05, -0.59, 1.26], [-3.54, -1.95, -0.81], [-2.30, -2.84, -0.28], [-4.63, -3.28, 1.14], [-1.69, 1.62, -4.66], [-2.69, 1.82, -3.68], [-2.70, 3.16, -3.26], [-3.95, 1.47, -4.20], [-2.40, 0.98, -2.55]],
  "mulliken_charge": [0.982, -0.590, -0.619, -0.008, 0.197, 0.055, -0.456, 0.161, -0.612, -0.468, 0.322, -0.263, -0.546, -0.516, -0.294, 0.222, -0.352, -0.620, 0.085, -0.521, -0.169, -0.589, -0.406, 0.202, -0.182, -0.605, 0.092, -0.165, -0.563, -0.560, -0.149, 0.271, 0.252, -0.020, -0.619, -0.598, -0.175, 0.343, 0.301, 0.055, -0.113, 0.361, 0.360, 0.492, 0.506, 0.371, 0.371, 0.503, 0.531, 0.375, 0.371, 0.528, 0.501, 0.356, 0.371, 0.506, 0.479, -0.817, -0.059, 0.473, -0.788, -0.489, 0.324, 0.369, 0.244, -0.411, 0.299, -0.401, -0.381, -0.107],
  "charge": -2,
  "homo_ev": [-1.8, -1.7],
  "multiplicity": 1,
  "total_energy_ha": -2606.0794
}

=====

No. 5
{
  "formula": "C8H10NOPS",
  "method": "ωB97M-V/def2-TZVPD",
  "elements": ["C", "C", "S", "N", "P", "O", "C", "C", "C", "C", "C", "C", "H", "H", "H", "H", "H", "H", "H", "H", "H", "H"],
  "coordinates": [[-2.98, 0.13, -0.87], [-2.05, 0.18, 0.35], [-2.18, -1.30, 1.33], [-1.28, 1.15, 0.49], [0.00, 1.92, 1.24], [0.33, 3.15, 0.16], [1.37, 0.71, 0.75], [1.46, -0.31, 1.64], [2.44, -1.28, 1.35], [3.22, -1.19, 0.22], [2.99, -0.23, -0.74], [2.05, 0.72, -0.43], [-3.14, 1.15, -1.40], [-2.64, -0.55, -1.54], [-4.06, -0.17, -0.56], [-2.38, -2.13, 0.28], [0.77, 3.84, 0.67], [0.77, -0.35, 2.37], [2.59, -2.12, 1.87], [3.97, -1.90, -0.12], [3.52, -0.48, -1.60], [1.76, 1.53, -1.12]],
  "mulliken_charge": [-1.224, 0.706, -0.235, -0.242, -0.146, -0.473, 0.344, -0.599, -0.745, -0.282, -0.540, -0.172, 0.276, 0.388, 0.328, 0.149, 0.328, 0.586, 0.452, 0.327, 0.396, 0.380],
  "charge": 0,
  "homo_ev": -8.4,
  "multiplicity": 1,
  "total_energy_ha": -1180.3422,
  "de_lowest_kcal_mol": 58.3,
  "smiles": "C/C(S)=N/P(O)c1ccccc1"
}

=====

No. 6
{
  "formula": "C26H52CuO28S6",
  "method": "ωB97M-V/def2-TZVPD",
  "elements": ["Cu", "S", "O", "O", "O", "O", "C", "C", "C", "O", "C", "H", "H", "H", "H", "H", "H", "H", "H", "C", "C", "C", "O", "C", "H", "H", "H", "H", "H", "H", "H", "H", "C", "C", "C", "O", "C", "H", "H", "H", "H", "H", "H", "H", "H", "C", "C", "C", "O", "C", "H", "H", "H", "H", "H", "H", "H", "H", "C", "C", "O", "S", "O", "O", "O", "H", "H", "H", "H", "C", "C", "O", "S", "O", "O", "O", "H", "H", "H", "H", "C", "C", "O", "S", "O", "O", "O", "H", "H", "H", "H", "C", "C", "O", "S", "O", "O", "O", "H", "H", "H", "H", "C", "C", "O", "S", "O", "O", "O", "H", "H", "H", "H"],
  "coordinates": [[2.14, 1.11, 1.36], [0.00, -0.01, 0.02], [0.77, -0.62, 1.16], [-1.16, 0.71, 0.56], [1.06, 0.96, -0.40], [-0.43, -0.95, -0.99], [4.87, 4.14, -0.49], [3.95, 4.01, -1.69], [3.21, 2.67, -1.48], [3.46, 2.32, -0.11], [4.79, 2.78, 0.20], [4.74, 4.97, 0.21], [5.90, 4.33, -0.82], [4.46, 4.08, -2.64], [3.19, 4.80, -1.71], [3.66, 1.86, -2.05], [2.16, 2.78, -1.73], [5.52, 2.03, -0.11], [4.91, 2.85, 1.28], [5.05, -2.41, 0.61], [4.48, -2.24, -0.79], [3.54, -1.04, -0.62], [3.78, -0.50, 0.70], [5.03, -1.00, 1.16], [6.05, -2.85, 0.61], [4.40, -3.04, 1.21], [3.96, -3.16, -1.07], [5.23, -2.07, -1.57], [2.48, -1.24, -0.73], [3.81, -0.28, -1.37], [5.01, -1.06, 2.25], [5.95, -0.45, 0.95], [1.33, -6.10, 1.19], [1.85, -4.74, 0.71], [0.57, -3.96, 0.54], [-0.29, -4.89, -0.07], [-0.08, -6.18, 0.57], [1.37, -6.10, 2.28], [1.97, -6.89, 0.81], [2.31, -4.83, -0.28], [2.58, -4.28, 1.38], [0.71, -3.07, -0.07], [0.17, -3.65, 1.52], [-0.09, -6.90, -0.25], [-0.89, -6.35, 1.28], [1.34, 5.39, 2.40], [0.45, 5.23, 1.16], [0.26, 3.73, 0.98], [1.39, 3.15, 1.66], [2.19, 4.13, 2.28], [0.69, 5.31, 3.28], [1.97, 6.28, 2.40], [1.04, 5.67, 0.35], [-0.52, 5.72, 1.10], [0.29, 3.49, -0.08], [-0.67, 3.39, 1.44], [3.05, 4.42, 1.68], [2.50, 3.84, 3.29], [-2.00, 0.81, -2.84], [-0.85, 1.80, -2.63], [-1.02, 2.82, -3.63], [-2.05, 2.33, -4.78], [-1.35, 1.50, -5.70], [-2.74, 3.47, -5.28], [-2.91, 1.39, -3.76], [-2.51, 0.61, -1.90], [-1.59, -0.10, -3.26], [0.10, 1.33, -2.86], [-0.87, 2.29, -1.66], [-4.16, 2.14, 0.19], [-5.17, 1.62, -0.86], [-6.23, 2.53, -0.72], [-6.58, 2.65, 0.88], [-7.25, 1.48, 1.37], [-7.06, 3.96, 1.12], [-5.00, 2.43, 1.27], [-3.61, 2.96, -0.29], [-3.42, 1.39, 0.47], [-5.44, 0.59, -0.61], [-4.75, 1.65, -1.86], [-1.47, 0.55, 3.58], [-2.53, 1.59, 3.17], [-2.76, 2.22, 4.44], [-2.95, 1.08, 5.57], [-4.26, 0.54, 5.56], [-2.40, 1.52, 6.81], [-1.93, 0.05, 4.82], [-0.46, 0.95, 3.58], [-1.47, -0.32, 2.92], [-3.45, 1.05, 2.95], [-2.17, 2.27, 2.41], [0.64, -2.74, -3.30], [-0.22, -3.91, -2.86], [-0.84, -4.38, -4.06], [0.25, -4.33, -5.25], [-0.43, -4.10, -6.49], [1.16, -5.43, -5.21], [1.00, -2.97, -4.66], [1.53, -2.72, -2.67], [0.12, -1.78, -3.26], [-0.92, -3.62, -2.09], [0.42, -4.74, -2.55], [-2.76, -2.81, 1.38], [-3.23, -2.23, 0.06], [-4.55, -2.80, -0.04], [-5.25, -2.58, 1.38], [-6.11, -3.68, 1.72], [-5.76, -1.24, 1.44], [-3.88, -2.68, 2.24], [-1.94, -2.15, 1.70], [-2.46, -3.85, 1.28], [-2.58, -2.56, -0.75], [-3.28, -1.14, 0.05]],
  "lowdin_spin": [0.532, -0.007, 0.196, 0.006, 0.233, 0.031, 0.000, 0.000, 0.000, 0.006, 0.000, 0.000, 0.000, 0.000, 0.000, 0.000, 0.000, 0.000, 0.000, 0.000, 0.000, -0.001, -0.001, 0.000, 0.000, 0.000, 0.000, 0.000, -0.001, 0.000, 0.000, 0.000, 0.000, 0.000, 0.000, 0.000, 0.000, 0.000, 0.000, 0.000, 0.000, 0.000, 0.000, 0.000, 0.000, 0.000, 0.000, 0.000, 0.002, 0.000, 0.000, 0.000, 0.000, 0.000, 0.000, 0.000, 0.000, 0.000, 0.000, 0.001, 0.000, 0.000, 0.000, 0.000, 0.000, 0.000, 0.000, 0.001, 0.000, 0.000, 0.000, 0.000, 0.000, 0.000, 0.000, 0.000, 0.000, 0.000, 0.000, 0.000, 0.000, 0.000, 0.000, 0.000, 0.000, 0.000, 0.000, 0.000, 0.000, 0.000, 0.000, 0.000, 0.000, 0.000, 0.000, 0.000, 0.000, 0.000, 0.000, 0.000, 0.000, 0.000, 0.000, 0.000, 0.000, 0.000, 0.000, 0.000, 0.000, 0.000, 0.000, 0.000, 0.000],
  "s2": 0.755,
  "charge": 0,
  "homo_ev": [-10.5, -10.5],
  "multiplicity": 2,
  "total_energy_ha": -7157.9840,
  "de_lowest_kcal_mol": 71.7
}